[1]
{"formula": "C42H58N4O3Sn", "method": "ωB97M-V/def2-TZVPD", "species": ["Sn", "C", "C", "C", "C", "C", "C", "C", "N", "C", "C", "C", "C", "C", "C", "C", "C", "C", "C", "N", "C", "C", "C", "N", "C", "C", "C", "C", "C", "C", "C", "C", "C", "C", "C", "C", "C", "C", "N", "C", "C", "H", "H", "H", "H", "H", "H", "H", "H", "H", "H", "H", "H", "H", "H", "H", "H", "H", "H", "H", "H", "H", "H", "H", "H", "H", "H", "H", "H", "H", "H", "H", "H", "H", "H", "H", "H", "H", "H", "H", "H", "H", "H", "H", "H", "C", "O", "C", "C", "O", "C", "C", "O", "C", "H", "H", "H", "H", "H", "H", "H", "H", "H", "H", "H", "H", "H", "H"], "xyz": [[0.30100, -1.93863, -0.29473], [4.40310, 2.76387, -3.57743], [4.38540, 1.31297, -3.08403], [3.41620, 1.15867, -1.95943], [3.57900, 1.13097, -0.60063], [4.80110, 1.17667, 0.26167], [6.10850, 1.62597, -0.38163], [2.27110, 1.02677, 0.04837], [1.33710, 1.14977, -0.97703], [1.99880, 1.16427, -2.23543], [1.13420, 1.36667, -3.26083], [-0.23400, 1.54407, -2.69073], [-0.72490, 2.96557, -2.32253], [-1.09310, 4.06917, -3.22423], [-2.28790, 3.64967, -4.10073], [-0.61770, 2.77837, -0.96743], [0.09080, 1.55107, -1.18053], [-1.37630, -0.47683, -2.71643], [-2.44650, -1.06833, -1.94333], [-1.89250, -1.32983, -0.72713], [-2.87880, -1.12253, 0.20697], [-2.55580, -0.86723, 1.53357], [-1.28450, -0.50353, 1.98977], [-0.22900, -0.21863, 1.14637], [0.78800, 0.24487, 1.91817], [2.01160, 0.69467, 1.35247], [0.43450, 0.17747, 3.29837], [-0.88140, -0.25143, 3.33817], [-1.73340, -0.38813, 4.55057], [-2.11560, 0.99277, 5.09547], [1.34100, 0.43847, 4.45537], [1.63010, 1.92417, 4.68387], [-4.12800, -0.93043, -0.47643], [-3.84250, -0.89473, -1.83923], [-4.82410, -0.80843, -2.96173], [-4.18450, -0.69063, -4.34053], [-5.43640, -0.58133, 0.13787], [-5.70280, 0.92617, 0.02377], [-1.38730, 0.75477, -2.98903], [-0.73730, 3.63837, 0.22967], [0.48470, 4.56627, 0.29277], [5.09660, 2.85847, -4.40663], [4.72300, 3.43387, -2.78453], [3.41780, 3.07607, -3.91233], [5.38910, 1.03167, -2.78073], [4.07960, 0.66177, -3.90533], [4.95260, 0.18787, 0.70607], [4.58020, 1.86207, 1.08557], [6.50330, 0.87607, -1.06113], [6.85210, 1.78787, 0.39587], [5.97900, 2.56427, -0.91283], [1.37460, 1.38987, -4.30353], [-0.25590, 4.31647, -3.88283], [-1.34050, 4.95437, -2.63463], [-2.05140, 2.76567, -4.68763], [-2.54420, 4.46217, -4.77783], [-3.14990, 3.42837, -3.47763], [-0.40950, -1.05003, -2.62353], [-3.36350, -0.82193, 2.24897], [2.84990, 0.73137, 2.03277], [-1.19570, -0.93233, 5.33087], [-2.63340, -0.95683, 4.31597], [-1.23940, 1.49817, 5.49017], [-2.84680, 0.88897, 5.89237], [-2.53650, 1.61167, 4.30607], [2.29220, -0.07773, 4.28947], [0.89220, 0.01087, 5.35337], [2.22800, 2.32557, 3.86947], [2.17680, 2.05827, 5.61407], [0.70740, 2.49417, 4.74857], [-5.50440, 0.02947, -2.79373], [-5.43550, -1.71803, -2.92163], [-3.57440, 0.20667, -4.40433], [-4.96470, -0.64393, -5.09653], [-3.55910, -1.55743, -4.54783], [-5.45580, -0.87483, 1.18667], [-6.23340, -1.11523, -0.38113], [-4.88150, 1.49097, 0.45817], [-6.62140, 1.19157, 0.53937], [-5.80100, 1.22017, -1.01663], [-0.77740, 3.02577, 1.13067], [-1.64900, 4.23137, 0.16397], [1.39720, 4.00597, 0.48117], [0.36360, 5.28787, 1.09337], [0.60270, 5.10887, -0.64043], [-1.33440, -3.90153, 2.25757], [-0.06730, -3.35863, 1.93657], [0.95730, -3.85123, 2.78057], [2.30190, -3.22993, 2.38087], [2.46720, -3.05453, 0.98907], [3.00080, -4.13313, 0.24167], [1.96650, -5.18483, -0.14453], [0.92270, -4.53243, -0.84643], [0.15490, -5.40693, -1.65433], [-1.65190, -3.57163, 3.25167], [-1.32000, -4.99663, 2.22987], [-2.03340, -3.53153, 1.50897], [0.98820, -4.94833, 2.71957], [0.73850, -3.57093, 3.81917], [3.11310, -3.83603, 2.79787], [2.36380, -2.21633, 2.78637], [3.83700, -4.59563, 0.77697], [3.37120, -3.66403, -0.67633], [1.56560, -5.68883, 0.74247], [2.44830, -5.92943, -0.78793], [0.76340, -5.79323, -2.47823], [-0.66520, -4.81423, -2.05853], [-0.24360, -6.23813, -1.06423]], "forces_ev_per_a": [[-0.39, 0.69, 0.59], [0.06, -0.15, -0.03], [0.07, 0.17, 0.03], [0.43, -0.12, 0.64], [0.18, 0.09, -0.58], [0.21, 0.02, -0.03], [-0.09, -0.06, 0.06], [0.05, -0.22, 1.70], [-0.91, -0.61, -0.30], [-0.61, 0.11, -0.76], [0.26, -0.19, 0.27], [0.27, 0.03, 0.29], [0.41, -0.89, 0.47], [-0.07, 0.25, -0.05], [0.05, 0.07, 0.08], [-0.43, -0.21, 0.52], [0.40, 1.37, -1.04], [1.63, -0.20, -0.19], [-0.63, -0.55, 0.92], [0.53, 0.02, -0.25], [-0.29, -0.37, 0.09], [-0.07, 0.19, -0.29], [0.06, 0.03, 0.63], [0.58, -0.15, -0.58], [-1.14, -0.50, 0.61], [0.79, 0.41, -1.14], [0.33, -0.06, -0.53], [-0.23, -0.33, -0.36], [-0.06, 0.23, 0.06], [-0.07, -0.22, 0.01], [-0.02, 0.31, 0.00], [0.01, -0.18, 0.11], [0.32, 0.02, -0.13], [0.11, -0.21, 0.14], [-0.07, 0.10, -0.06], [-0.21, 0.01, 0.21], [-0.04, 0.13, -0.02], [-0.02, -0.14, 0.08], [-0.99, -0.18, -0.30], [0.12, 0.26, -0.03], [-0.14, 0.02, 0.13], [0.05, 0.08, -0.12], [0.03, 0.10, 0.07], [-0.09, 0.09, -0.06], [-0.08, -0.14, -0.05], [0.07, -0.09, 0.02], [-0.10, 0.00, 0.09], [-0.03, -0.09, 0.06], [0.07, 0.00, -0.04], [0.03, -0.01, 0.01], [0.05, 0.09, -0.11], [0.17, -0.02, -0.28], [0.09, 0.00, 0.14], [0.07, 0.02, -0.07], [-0.02, -0.03, -0.04], [0.02, 0.01, 0.02], [-0.11, -0.06, -0.01], [-0.43, 0.39, -0.21], [-0.12, 0.01, 0.10], [0.21, -0.04, -0.04], [-0.04, -0.11, -0.06], [0.01, -0.06, 0.06], [0.06, 0.10, 0.07], [-0.04, 0.10, 0.09], [-0.09, 0.07, -0.03], [-0.03, -0.07, 0.09], [0.06, -0.04, 0.00], [0.04, 0.14, -0.08], [0.09, 0.08, 0.02], [-0.08, 0.09, -0.01], [-0.02, -0.04, -0.04], [-0.04, 0.13, -0.03], [0.04, 0.07, -0.09], [0.06, 0.00, -0.10], [0.07, -0.06, -0.09], [-0.07, -0.11, 0.03], [-0.03, -0.12, 0.08], [0.07, 0.10, 0.08], [-0.07, 0.04, 0.04], [0.00, 0.09, -0.09], [-0.15, -0.05, -0.02], [-0.05, -0.02, 0.08], [0.12, -0.10, -0.01], [0.03, 0.11, 0.11], [0.03, 0.11, -0.10], [-0.43, -0.10, 0.01], [0.25, 0.39, -0.56], [0.46, -0.11, 0.00], [-0.29, 0.14, 0.33], [-0.26, 0.17, -0.03], [-0.05, -0.25, -0.46], [0.27, 0.26, 0.26], [0.10, 0.13, 0.11], [-0.14, -0.11, -0.15], [0.00, -0.01, -0.05], [0.08, 0.09, -0.02], [-0.08, -0.08, 0.09], [-0.07, 0.16, -0.01], [0.05, -0.08, -0.05], [-0.02, 0.10, 0.02], [0.00, -0.11, 0.10], [-0.05, 0.03, -0.04], [0.09, -0.19, 0.12], [-0.01, -0.09, -0.11], [-0.01, 0.02, 0.06], [-0.09, -0.04, 0.07], [-0.04, -0.13, -0.04], [-0.02, 0.05, -0.08]], "spin_multiplicity": 1, "homo_lumo_gap_ev": 5.41, "energy_ev": -62411.632, "e_homo_ev": -12.07, "e_lumo_ev": -6.663, "total_charge": 2, "de_lowest_ev": 1.1581}

***

[2]
{"formula": "C42H59F9N2O27S2", "method": "ωB97M-V/def2-TZVPD", "species": ["C", "C", "N", "C", "C", "C", "S", "S", "C", "C", "C", "N", "C", "C", "F", "C", "O", "O", "O", "C", "C", "C", "C", "C", "C", "C", "H", "H", "H", "H", "H", "H", "H", "H", "H", "H", "H", "H", "H", "H", "H", "H", "H", "H", "H", "H", "H", "H", "H", "H", "H", "H", "H", "H", "H", "H", "H", "H", "H", "H", "H", "O", "C", "O", "C", "C", "F", "O", "H", "H", "H", "O", "C", "O", "C", "C", "F", "O", "H", "H", "H", "O", "C", "O", "C", "C", "F", "O", "H", "H", "H", "O", "C", "O", "C", "C", "F", "O", "H", "H", "H", "O", "C", "O", "C", "C", "F", "O", "H", "H", "H", "O", "C", "O", "C", "C", "F", "O", "H", "H", "H", "O", "C", "O", "C", "C", "F", "O", "H", "H", "H", "O", "C", "O", "C", "C", "F", "O", "H", "H", "H"], "xyz": [[0.13910, -1.92878, 3.25203], [1.11817, -1.18991, 2.31534], [1.07161, -1.67434, 0.92258], [2.38762, -1.60140, 0.25439], [2.90750, -0.18191, 0.06136], [0.01005, -1.28148, 0.14158], [-0.09765, -1.63028, -1.48007], [-1.30303, -0.48254, 1.00643], [-2.41523, 0.08752, -0.28662], [-3.84944, 0.18949, 0.27270], [-4.34957, 1.60052, 0.56747], [-3.43599, 2.46332, 1.34395], [-3.86491, 2.66724, 2.73251], [-3.73382, 1.40503, 3.56184], [-2.39360, 1.04592, 3.68690], [-3.05380, 3.58467, 0.64223], [-2.80277, 3.59341, -0.52580], [-3.08780, 4.78036, 1.34315], [-1.94983, 4.90848, 2.20931], [-0.90688, 5.58763, 1.50055], [0.26996, 4.70458, 1.02361], [0.27982, 3.23670, 1.51752], [1.61420, 5.41113, 1.26506], [2.05629, 5.77218, 2.71687], [1.17867, 5.29983, 3.88589], [3.48378, 5.23817, 2.98772], [-0.37321, -2.73134, 2.71762], [-0.63775, -1.24095, 3.60286], [0.65528, -2.29875, 4.13939], [0.99782, -0.10310, 2.38728], [2.12617, -1.41041, 2.66732], [3.09167, -2.15356, 0.88784], [2.34881, -2.12188, -0.70025], [3.89633, -0.23931, -0.40629], [2.26665, 0.40958, -0.59911], [3.04566, 0.33505, 1.01562], [-2.03953, 1.05041, -0.64570], [-2.41361, -0.62119, -1.11331], [-3.90572, -0.38999, 1.20247], [-4.54165, -0.28190, -0.42727], [-5.27341, 1.51071, 1.15167], [-4.60614, 2.08722, -0.37594], [-3.26904, 3.44014, 3.21404], [-4.91730, 2.98355, 2.78122], [-4.28042, 0.56214, 3.12821], [-4.11425, 1.59284, 4.57054], [-1.37151, 6.09231, 0.64921], [-0.56580, 6.38561, 2.16405], [0.16776, 4.63998, -0.06668], [-0.63080, 2.92569, 2.03188], [0.41055, 2.55922, 0.66565], [1.12482, 3.04867, 2.18650], [1.59083, 6.34425, 0.69334], [2.38540, 4.79039, 0.79377], [2.13704, 6.86254, 2.78838], [1.65204, 5.62210, 4.82172], [1.10136, 4.21050, 3.94056], [0.16672, 5.70529, 3.89907], [4.09042, 5.22454, 2.07657], [4.01421, 5.86422, 3.71246], [3.44340, 4.21905, 3.38991], [-6.38685, -3.40089, -0.62299], [-6.85425, -2.82039, 0.29337], [-7.83454, -3.28431, 1.10282], [-8.01800, -2.35642, 2.17424], [-7.46536, -1.07933, 1.57739], [-6.86883, -0.28791, 2.50780], [-6.48430, -1.56182, 0.68507], [-7.42597, -2.66932, 3.03562], [-9.06676, -2.29448, 2.44974], [-8.19284, -0.48136, 1.02588], [5.49375, -1.70459, 3.17314], [4.97859, -2.09573, 4.16373], [5.62073, -2.50067, 5.27979], [4.64714, -2.75968, 6.30021], [3.40555, -3.01324, 5.47618], [2.27555, -2.59070, 6.10573], [3.62507, -2.21176, 4.33241], [4.52553, -1.87239, 6.92303], [4.94037, -3.60571, 6.91434], [3.26867, -4.05212, 5.17254], [0.96199, 8.43063, 0.35094], [0.09160, 9.01061, -0.20966], [-1.18316, 8.57628, -0.31420], [-1.95833, 9.59294, -0.96144], [-0.88821, 10.36613, -1.70279], [-1.17631, 11.68451, -1.79377], [0.24639, 10.18771, -0.86853], [-2.44757, 10.21768, -0.21321], [-2.70344, 9.14213, -1.61020], [-0.65833, 9.97521, -2.69053], [4.71098, 8.38925, -5.36855], [3.67760, 8.24087, -4.81810], [3.46977, 7.45349, -3.73495], [2.13386, 7.65641, -3.27317], [1.45309, 8.17706, -4.52327], [0.47229, 9.08145, -4.23621], [2.50077, 8.83266, -5.19448], [2.13165, 8.41021, -2.48240], [1.71348, 6.72768, -2.89653], [1.03239, 7.40587, -5.17018], [-2.03951, -7.43157, 0.58836], [-1.89507, -6.69664, -0.32813], [-2.41417, -5.45373, -0.42280], [-1.88273, -4.82685, -1.59755], [-1.49132, -6.02450, -2.43234], [-0.38593, -5.78437, -3.18927], [-1.17819, -6.99302, -1.45402], [-1.01344, -4.22609, -1.32843], [-2.62935, -4.19000, -2.06353], [-2.27935, -6.41055, -3.08092], [3.14730, -5.13309, 8.17857], [2.05935, -5.37471, 7.77281], [1.79031, -5.82314, 6.52322], [0.39013, -6.11489, 6.44024], [-0.17077, -5.25840, 7.55641], [-1.24027, -5.82770, 8.15567], [0.90971, -5.20983, 8.47380], [0.22602, -7.17367, 6.64360], [0.00502, -5.86325, 5.45634], [-0.43117, -4.24052, 7.26165], [3.62490, -7.61752, -7.80314], [3.29564, -6.88690, -6.92781], [2.27319, -7.11517, -6.07564], [2.28160, -6.09007, -5.07418], [3.03235, -4.97849, -5.77536], [3.78078, -4.24073, -4.92557], [3.88704, -5.69567, -6.65101], [2.83139, -6.43962, -4.19951], [1.27106, -5.82270, -4.78768], [2.40532, -4.30681, -6.36413], [3.61799, -7.63247, -13.69271], [3.05100, -7.95592, -12.70563], [3.63154, -8.16343, -11.50289], [2.60312, -8.38913, -10.53148], [1.45698, -8.85333, -11.40281], [0.24920, -8.46464, -10.92118], [1.70669, -8.18628, -12.62388], [2.36336, -7.45290, -10.03160], [2.92331, -9.11738, -9.79519], [1.42802, -9.92932, -11.58416]], "forces_ev_per_a": [[-0.30, 0.61, -0.04], [0.29, -0.65, 0.50], [-0.41, 1.55, -0.40], [0.55, -0.52, 0.18], [0.20, 0.02, -0.05], [-0.13, -0.67, 0.03], [0.18, 0.18, -0.11], [0.29, -0.01, 0.08], [-0.43, 0.16, -0.24], [0.38, -0.02, 0.48], [-0.05, -0.49, -0.20], [-0.76, 0.64, 0.14], [0.09, -0.27, 0.39], [-0.01, 0.10, 0.02], [-0.14, -0.01, -0.07], [0.17, -0.39, 0.29], [0.09, 0.03, -0.60], [0.02, 0.37, 0.11], [0.05, -0.14, 0.12], [0.09, 0.37, -0.37], [-0.02, -0.32, -0.05], [0.14, -0.07, -0.07], [-0.15, 0.18, -0.08], [0.44, -0.34, 0.16], [0.02, 0.07, 0.24], [0.00, 0.13, -0.12], [0.18, -0.11, 0.15], [0.08, -0.15, -0.02], [0.01, -0.16, -0.17], [-0.14, -0.08, -0.19], [-0.05, 0.08, -0.15], [-0.14, 0.06, -0.05], [-0.21, 0.04, 0.11], [-0.13, 0.01, 0.04], [-0.04, -0.09, 0.15], [-0.13, -0.02, -0.11], [-0.13, -0.12, -0.04], [0.28, 0.01, 0.11], [-0.04, -0.08, -0.22], [0.02, 0.08, 0.07], [0.03, 0.06, -0.10], [0.19, 0.12, 0.14], [0.04, -0.08, -0.19], [0.07, -0.01, -0.08], [0.13, 0.02, 0.05], [-0.02, -0.01, -0.10], [0.07, -0.11, 0.13], [-0.03, -0.18, 0.06], [-0.02, 0.06, 0.12], [0.04, 0.08, 0.00], [-0.05, 0.09, 0.10], [-0.15, 0.04, -0.02], [0.10, -0.20, 0.08], [-0.07, 0.00, 0.11], [-0.23, -0.07, -0.13], [-0.05, -0.03, -0.12], [0.01, 0.11, -0.09], [0.07, -0.02, -0.06], [-0.07, 0.02, 0.11], [-0.13, -0.12, 0.03], [0.04, 0.06, -0.14], [0.04, 0.01, 0.03], [0.09, -0.09, 0.04], [0.00, 0.04, 0.02], [-0.11, -0.04, 0.08], [0.14, -0.08, 0.03], [0.05, -0.03, -0.01], [-0.27, 0.06, -0.13], [0.04, 0.08, 0.01], [-0.03, -0.08, -0.13], [0.02, 0.10, 0.08], [-0.03, 0.04, 0.01], [0.06, 0.11, 0.02], [-0.06, 0.01, 0.00], [0.09, -0.09, 0.12], [0.00, 0.05, 0.10], [-0.03, 0.02, -0.03], [0.06, -0.27, -0.03], [-0.09, 0.01, -0.02], [0.09, -0.03, -0.13], [-0.12, 0.00, 0.07], [-0.09, 0.19, 0.02], [0.06, 0.02, 0.02], [-0.07, 0.02, 0.02], [-0.10, -0.05, 0.00], [-0.12, 0.12, 0.11], [0.05, -0.02, 0.08], [0.06, -0.16, -0.18], [0.05, 0.06, -0.01], [0.08, -0.13, 0.01], [-0.06, 0.18, -0.06], [-0.01, 0.05, 0.02], [0.05, 0.04, 0.09], [-0.03, 0.01, -0.02], [-0.05, -0.06, 0.10], [0.13, 0.08, 0.08], [0.08, -0.04, -0.07], [-0.03, -0.21, -0.13], [-0.07, 0.04, -0.04], [0.13, -0.07, -0.07], [-0.14, 0.06, 0.02], [0.06, 0.00, 0.02], [0.07, 0.10, 0.06], [0.01, -0.04, -0.04], [-0.08, 0.15, 0.01], [0.09, 0.01, 0.14], [0.02, -0.02, 0.04], [-0.24, -0.09, -0.08], [0.07, -0.02, -0.09], [-0.12, -0.07, 0.12], [0.08, 0.02, -0.12], [0.00, -0.03, -0.01], [0.04, 0.06, -0.04], [-0.06, -0.01, 0.02], [-0.04, -0.03, -0.12], [0.02, -0.08, 0.06], [0.04, -0.05, 0.04], [0.03, 0.18, -0.12], [-0.06, 0.01, 0.06], [0.14, 0.08, -0.02], [-0.09, -0.01, 0.03], [0.01, 0.03, 0.10], [0.09, -0.09, 0.05], [-0.01, 0.05, 0.02], [-0.09, 0.02, 0.08], [0.12, -0.06, 0.04], [0.06, -0.06, 0.01], [-0.19, 0.09, -0.16], [0.06, 0.07, 0.00], [-0.06, -0.10, -0.13], [0.03, 0.09, 0.06], [-0.03, 0.04, 0.02], [0.03, 0.10, 0.02], [-0.04, -0.02, 0.01], [0.04, -0.10, -0.02], [-0.02, 0.15, -0.04], [0.01, 0.05, -0.02], [0.07, -0.24, -0.04], [-0.09, 0.01, 0.00], [0.14, 0.00, -0.06], [-0.11, -0.01, 0.05]], "spin_multiplicity": 1, "homo_lumo_gap_ev": 8.45, "energy_ev": -148899.621, "e_homo_ev": -8.38, "e_lumo_ev": 0.066, "total_charge": 0}